# C3H3BrClNO2S

A single C3H3BrClNO2S molecule (ωB97M-V/def2-TZVPD, the Open Molecules 2025 dataset).

Last column: Löwdin charge in e.
CARTESIAN COORDINATES (ANGSTROEM)
C -0.06259 -1.33017 0.18793  -0.71
C 0.94672 -0.25628 -0.26137  -0.19
C 0.25675 1.01026 -0.72746  -0.86
N -1.09274 -0.78201 0.83508  -0.55
O 0.10776 -2.51585 0.02076  0.04
O 0.06559 2.01029 1.71024  -0.45
S -0.82746 1.62980 0.64933  1.03
Cl -0.85314 0.72686 -2.10387  0.62
Br -2.67575 -1.57162 1.17503  0.73
H 1.59854 -0.00956 0.58321  0.13
H 1.56582 -0.69258 -1.04379  0.13
H 0.97050 1.78085 -1.02509  0.09

Calculated values
Net charge   0
LUMO (alpha / beta)   -2.40 / -2.41 eV
Relative energy (zero: lowest compared OMol25 entry of this formula, charge and spin)   0.170 eV
Highest occupied orbital energy (alpha / beta)   -9.2 / -9.2 eV